12
Properties=species:S:1:pos:R:3:lowdin_charge:R:1 method="wB97M-V/def2-TZVPD" gap_ev=8.59 smiles="C=N.CSS" total_energy_ha=-931.40149 spin_multiplicity=1 charge=0 homo_ev=-8.38
C 4.94091 6.07762 -2.14403 -0.14
N 6.07790 5.80539 -2.64971 -0.04
H 4.86038 6.10766 -1.04441 0.06
H 4.06865 6.26434 -2.79515 0.06
H 6.21138 4.86109 -3.00081 0.05
C -2.05368 -1.25595 2.46151 -0.42
S -2.97905 -2.29976 1.16054 0.32
S -1.24653 -2.74434 -0.05917 0.27
H -2.45855 -1.55634 3.43039 0.02
H -1.02430 -1.60926 2.44343 0.00
H -2.27177 -0.26028 2.08701 0.02
H -1.94923 -2.73620 -1.22478 -0.20

---

12
Properties=species:S:1:pos:R:3:lowdin_charge:R:1 method="wB97M-V/def2-TZVPD" gap_ev=8.24 smiles="C=CN.SS" total_energy_ha=-931.47944 spin_multiplicity=1 charge=0 homo_ev=-8.23
S 1.87911 -1.17209 -2.68840 0.21
S 2.18128 0.89643 -2.46987 0.20
H 2.51416 -1.65808 -1.57716 -0.19
H 0.98195 1.52782 -2.35949 -0.20
C -2.01981 0.54458 0.88898 -0.04
C -1.06601 -0.09338 1.57966 -0.29
N 0.16917 -0.42448 0.99114 0.03
H -1.89712 0.52488 -0.18370 0.04
H -3.00900 0.66274 1.30696 0.04
H -1.05076 -0.20691 2.65261 0.10
H 0.47486 0.01519 0.14514 0.05
H 0.84217 -0.61669 1.71412 0.07

---

15
Properties=species:S:1:pos:R:3:lowdin_charge:R:1 method="wB97M-V/def2-TZVPD" gap_ev=9.13 smiles=SC(S)N(S)C(S)S total_energy_ha=-2126.01268 spin_multiplicity=1 charge=0 homo_ev=-8.77
C -1.29333 0.17657 -0.12055 -1.09
C 1.04509 0.44300 0.22265 -1.11
N -0.08310 -0.37302 0.59288 -0.65
S -2.70277 -1.01724 0.07362 0.62
S -1.85119 1.75133 0.57652 0.71
S 1.48096 0.35488 -1.56668 0.68
S 2.37987 0.19234 1.54411 0.65
S 0.24579 -2.09066 0.42764 0.77
H -1.08760 0.20920 -1.23512 0.05
H 0.73328 1.52957 0.34292 0.04
H -2.68249 -1.68357 -1.18272 -0.09
H -1.71156 2.53259 -0.55066 -0.10
H 1.34739 -0.99522 -1.42847 -0.17
H 3.20554 1.07663 0.84127 -0.11
H 0.97412 -2.10641 1.46259 -0.19

---

11
Properties=species:S:1:pos:R:3:lowdin_charge:R:1 method="wB97M-V/def2-TZVPD" gap_ev=7.54 total_energy_ha=-230.87486 spin_multiplicity=1 charge=-1 homo_ev=-2.86
O -2.40149 -1.68603 -1.21510 -0.20
H -1.57112 -1.05467 -1.11470 -0.01
C 0.11171 0.26936 0.47771 -0.54
O -0.22390 -0.48696 -0.61045 -0.36
C 1.43033 1.06037 0.28503 -0.14
H 0.25806 -0.44317 1.34144 0.07
H -0.69320 0.94471 0.81801 0.07
H -2.03069 -2.38100 -0.68806 -0.03
H 1.10466 2.02063 -0.12412 0.04
H 2.08958 0.56180 -0.41902 0.05
H 1.92605 1.19496 1.24928 0.04

---

11
Properties=species:S:1:pos:R:3:lowdin_charge:R:1 method="wB97M-V/def2-TZVPD" gap_ev=10.32 total_energy_ha=-230.38956 spin_multiplicity=1 charge=+1 homo_ev=-16.68
C -0.26875 0.88682 0.89348 -0.04
C 0.86606 -1.28382 -0.25119 0.39
O -1.21360 0.25227 -1.24600 0.07
O -0.06723 0.48936 -0.44441 -0.22
H -0.78131 0.15923 1.62049 0.15
H 0.73470 1.06816 1.22797 0.11
H -0.69918 1.86092 0.83758 0.11
H 0.20417 -1.91691 -0.84173 0.10
H 1.76460 -0.97744 -0.57094 0.05
H 0.45980 -1.26776 0.84943 0.13
H -0.99926 0.72916 -2.07468 0.16

---

14
Properties=species:S:1:pos:R:3:lowdin_charge:R:1 method="wB97M-V/def2-TZVPD" gap_ev=8.77 smiles="COC[P@@](O)(=S)S" total_energy_ha=-1368.59972 spin_multiplicity=1 charge=0 homo_ev=-8.73
C 2.15762 0.78604 -0.24730 -0.05
C 0.59505 -1.03237 -0.03225 -0.20
O -1.32975 -0.04826 1.65319 -0.38
O 1.58808 -0.44972 -0.79040 -0.24
P -1.30812 0.17636 0.00434 0.04
S -1.62289 2.01572 -0.49851 0.20
S -2.72495 -1.40077 -0.47721 0.43
H 3.04712 1.12961 -0.74276 0.08
H 2.41290 0.63209 0.78627 0.08
H 1.32190 1.44868 -0.35904 0.04
H 0.78999 -1.23855 1.01587 0.08
H 0.23180 -1.88958 -0.67609 0.09
H -1.99415 0.59596 1.90081 0.02
H -3.16458 -0.72521 -1.53690 -0.20

---

14
Properties=species:S:1:pos:R:3:lowdin_charge:R:1 method="wB97M-V/def2-TZVPD" gap_ev=8.57 smiles="COP(S)S.C=O" total_energy_ha=-1368.56319 spin_multiplicity=1 charge=0 homo_ev=-8.45
C 2.90240 -1.15112 0.36958 -0.13
C -2.41561 1.40704 0.55062 -0.27
O 1.92070 -1.78750 0.11521 -0.12
O -2.15786 0.04013 0.56985 -0.58
P -0.61840 -0.53476 0.03628 0.33
S -0.82402 -0.00791 -2.02346 0.39
S -1.19849 -2.55278 0.23266 0.43
H 2.92902 -0.25285 1.03126 0.09
H 3.93163 -1.65650 0.31666 0.10
H 0.29495 -0.64294 -2.06579 -0.27
H -1.80005 2.13993 -0.11149 0.09
H -2.29224 1.97090 1.58609 0.11
H -3.47381 1.58195 0.32657 0.07
H -0.05956 -3.13917 0.47706 -0.24

---

13
Properties=species:S:1:pos:R:3:lowdin_charge:R:1 method="wB97M-V/def2-TZVPD" gap_ev=8.90 total_energy_ha=-381.44545 spin_multiplicity=1 charge=-1 homo_ev=-4.70
O 0.46848 1.64572 -0.46134 -0.08
C -0.39095 0.81914 -0.07208 -0.75
O -0.23834 -0.43206 -0.07279 -0.10
C -1.68255 1.34847 0.50047 -0.06
H -2.47308 0.59033 0.49893 0.06
H -1.60061 1.52166 1.58414 0.07
H -2.08507 2.29685 0.14833 0.06
H 1.49630 -0.05559 -1.29654 0.00
H 1.69846 -0.79931 -2.58118 0.02
O 2.05795 -0.75751 -1.68917 -0.10
H 1.13447 -1.46066 0.71377 0.00
H 0.36797 -2.55603 1.33289 0.01
O 1.24698 -2.16100 1.39457 -0.12

---

13
Properties=species:S:1:pos:R:3:lowdin_charge:R:1 method="wB97M-V/def2-TZVPD" gap_ev=7.43 total_energy_ha=-381.42615 spin_multiplicity=1 charge=-1 homo_ev=-4.53
O -0.83982 1.51763 -1.41080 -0.09
C -0.70087 0.39163 -1.94709 -0.77
O -0.11524 -0.62261 -1.54100 -0.07
C -1.36737 0.27425 -3.36425 -0.05
H -0.65412 0.40015 -4.19700 0.06
H -1.75010 -0.72855 -3.56070 0.05
H -2.10337 1.06391 -3.39683 0.04
H 0.47761 -2.26118 6.58032 0.03
H 1.86954 -1.82609 7.05279 0.02
O 1.05959 -2.23321 7.33050 -0.05
H 1.86036 0.92598 -0.77507 0.00
H 0.69720 1.51476 -0.65004 -0.01
O 1.56658 1.58333 -0.12084 -0.16

---

12
Properties=species:S:1:pos:R:3:lowdin_charge:R:1 method="wB97M-V/def2-TZVPD" gap_ev="7.35 / 7.97" total_energy_ha=-895.06969 spin_multiplicity=1 charge=0 homo_ev="-8.66 / -8.25"
C -1.16223 1.90798 -0.00314 -0.16
C 1.80999 -1.22782 0.06607 0.04
O -1.00622 0.89184 0.97863 -0.52
P -0.96539 -0.80285 0.65707 0.34
S -2.35385 -1.52352 -0.47134 0.13
H -0.22678 2.22357 -0.51614 0.09
H -1.42220 2.71275 0.72333 0.10
H -2.01764 1.66535 -0.61228 0.06
H 1.97584 -0.71068 -0.87637 0.00
H 1.57192 -0.54992 0.88375 -0.06
H 2.10746 -2.23224 0.29327 -0.01
H -1.11464 -1.06241 2.12282 0.00

---

12
Properties=species:S:1:pos:R:3:lowdin_charge:R:1 method="wB97M-V/def2-TZVPD" gap_ev="6.91 / 8.62" total_energy_ha=-895.04923 spin_multiplicity=1 charge=0 homo_ev="-8.89 / -8.68"
C -0.76230 -1.55468 0.53128 -0.19
C 2.11466 1.37166 0.35735 0.06
O -0.73759 -1.14094 -0.83771 -0.53
P -0.93153 0.53231 -1.11746 0.41
S -2.35074 1.33021 0.01088 0.14
H -1.35390 -0.89767 1.20613 0.04
H 0.20066 -1.62809 0.92859 0.04
H -0.97736 -2.67571 0.32465 0.12
H 2.06459 0.32718 0.28206 -0.05
H 2.59617 2.04169 -0.27966 -0.05
H 1.49035 1.96498 1.12473 0.03
H -1.35301 0.32907 -2.53085 -0.02

---

12
Properties=species:S:1:pos:R:3:lowdin_charge:R:1 method="wB97M-V/def2-TZVPD" gap_ev=8.43 smiles=CP(C)SO total_energy_ha=-895.11063 spin_multiplicity=1 charge=0 homo_ev=-8.37
C -0.37453 1.38868 -0.27906 -0.39
C -0.65432 -1.63636 0.34666 -0.30
O 3.16804 0.23968 0.59565 -0.64
P 0.32233 0.03836 0.80897 0.79
S 2.26587 -0.77027 -0.41815 0.51
H -1.01459 1.11963 -1.14291 0.04
H 0.41588 2.05372 -0.69909 0.04
H -0.96568 2.00147 0.37617 0.00
H -1.26010 -1.32256 -0.45866 0.00
H -1.33862 -1.85774 1.09688 -0.01
H -0.13130 -2.45360 0.15096 -0.04
H 3.91226 -0.24396 0.94789 0.00

---

11
Properties=species:S:1:pos:R:3:lowdin_charge:R:1 method="wB97M-V/def2-TZVPD" gap_ev=5.72 total_energy_ha=-553.78498 spin_multiplicity=1 charge=-1 homo_ev=-1.71
O 2.36849 -2.18434 0.34115 -0.14
H 2.43042 -1.31011 0.74055 0.00
C -1.43336 -0.59058 -1.03664 -0.66
S 0.07039 0.07913 -0.55912 0.50
C -0.19791 1.59485 0.55464 -0.44
H -1.89893 -0.07994 -1.88290 -0.11
H -2.11219 -0.99755 -0.29305 -0.10
H 1.47698 -2.11136 -0.06022 -0.02
H -1.25416 1.84501 0.46927 0.00
H 0.10467 1.37181 1.57534 -0.02
H 0.44559 2.38310 0.15097 -0.02

---

12
Properties=species:S:1:pos:R:3:lowdin_charge:R:1 method="wB97M-V/def2-TZVPD" gap_ev=5.99 total_energy_ha=-951.97113 spin_multiplicity=1 charge=-1 homo_ev=-2.46
C 1.58650 1.32386 -0.17305 -0.21
O 2.34878 1.16767 0.76780 -0.05
H 1.66537 0.99196 -1.23258 0.07
H -1.28920 3.35050 4.43075 0.00
H 0.49016 1.56276 0.08090 0.05
C -0.20256 -1.93428 -1.81836 -0.69
S -0.66747 -0.89833 -0.53108 0.13
S -2.40317 -2.01979 0.07438 -0.32
H 0.30186 -2.87748 -1.54914 0.02
H -1.24697 -2.21072 -2.32467 0.02
H 0.34384 -1.35006 -2.58828 0.00
H -0.92716 2.89390 4.86334 0.00

---

12
Properties=species:S:1:pos:R:3:lowdin_charge:R:1 method="wB97M-V/def2-TZVPD" gap_ev="6.06 / 6.98" total_energy_ha=-1217.97818 spin_multiplicity=1 charge=0 homo_ev="-7.63 / -7.92"
C -0.39553 1.00381 0.31598 -0.51
C -1.18266 0.04138 -0.38004 -0.59
P 1.30786 0.11276 0.47068 0.73
S -0.86093 -0.38742 -2.13072 0.69
S -0.06850 -2.44509 0.53733 0.17
H -0.26752 1.97900 -0.20532 0.09
H -0.79811 1.26269 1.29317 0.08
H -1.93137 -0.46459 0.19955 0.03
H 2.17814 1.10773 0.09503 -0.14
H 1.48125 -0.39273 -0.70363 -0.19
H -1.79173 -1.36982 -2.29570 -0.11
H -0.69477 -2.41484 1.76743 -0.27

---

13
Properties=species:S:1:pos:R:3:lowdin_charge:R:1 method="wB97M-V/def2-TZVPD" gap_ev=8.64 smiles="CS[P@@](C)(=S)S" total_energy_ha=-1616.30271 spin_multiplicity=1 charge=0 homo_ev=-8.67
C -0.63723 2.37018 -0.56667 -0.15
C -0.57856 -2.38116 -0.07005 -0.38
P 0.37589 0.55001 0.25596 -0.25
S 0.23535 0.35770 2.18325 0.08
S 2.49065 0.52461 -0.27916 0.34
S -0.94081 -0.69020 -0.78397 0.50
H 0.26330 2.96748 -0.87067 0.03
H -1.35324 1.79887 -1.18691 -0.03
H -1.18502 2.57370 0.38241 0.02
H -1.08638 -2.51044 0.79436 -0.02
H 0.49341 -2.45802 0.09747 0.03
H -0.83584 -3.04362 -0.86427 0.02
H 2.75847 -0.05910 0.90824 -0.20

---

11
Properties=species:S:1:pos:R:3:lowdin_charge:R:1 method="wB97M-V/def2-TZVPD" gap_ev=8.84 smiles="[H]/P=C/C[SiH3]" total_energy_ha=-711.14412 spin_multiplicity=1 charge=0 homo_ev=-8.74
C 0.06150 -0.83585 0.92456 -0.60
C -0.83000 0.13632 0.13972 -0.51
Si 0.09914 0.70857 -1.49778 0.64
P 0.83239 -0.23479 2.35332 0.76
H 0.22539 -1.68505 0.37317 0.00
H -1.25410 1.00844 0.59519 0.02
H -1.79752 -0.50850 -0.10143 0.10
H 1.45109 0.80881 -1.04312 -0.09
H -0.43348 2.14293 -1.83728 -0.06
H -0.29999 -0.40867 -2.38186 -0.08
H 1.94558 -1.13222 2.47551 -0.17

---

10
Properties=species:S:1:pos:R:3:lowdin_charge:R:1 method="wB97M-V/def2-TZVPD" gap_ev=5.31 total_energy_ha=-478.51784 spin_multiplicity=1 charge=-1 homo_ev=-2.35
C -0.30340 5.55798 3.05717 -0.05
H -0.13959 5.56738 4.11934 0.00
H -1.26484 5.16817 2.87737 -0.01
H 0.53757 5.00491 2.58807 0.03
H -0.34372 6.59623 2.64916 0.03
C 0.24889 -2.23479 -2.80103 -0.25
S 0.04774 -2.21773 -0.33624 -0.48
H -0.62533 -2.83534 -2.77755 -0.09
H 0.22865 -1.20784 -2.81513 -0.10
H 1.17058 -2.74897 -2.79827 -0.08

---

12
Properties=species:S:1:pos:R:3:lowdin_charge:R:1 method="wB97M-V/def2-TZVPD" gap_ev=6.08 total_energy_ha=-1275.00369 spin_multiplicity=1 charge=-1 homo_ev=-2.50
C -0.91198 0.27630 1.88711 -0.52
S 0.68642 0.75547 2.62208 0.50
H -1.53817 -0.20094 2.63814 0.01
H -0.70629 -0.42809 1.09337 -0.04
H -1.37489 1.17905 1.50825 0.00
C 0.00288 -0.14862 -2.35083 -0.55
S 1.40556 0.35846 -1.31221 0.10
S 1.70521 -1.30196 -0.12944 -0.21
H -0.68892 -0.60591 -1.64742 -0.01
H -0.33561 0.78130 -2.81332 0.00
H 0.33671 -0.87107 -3.09553 0.01
H 1.41908 0.20601 1.59979 -0.29

---

123
Properties=species:S:1:pos:R:3:lowdin_spin:R:1 method="wB97M-V/def2-TZVPD" gap_ev="8.89 / 10.08" s2=0.752 total_energy_ha=-3983.36487 spin_multiplicity=2 charge=+1 homo_ev="-11.03 / -12.19"
Ti 0.73059 -2.58953 -0.02147 0.94
O 0.75166 -1.08297 -1.26704 -0.01
C 0.32938 0.10540 -0.64313 0.00
C -0.52444 -0.20193 0.63945 0.00
O 0.16271 -1.23388 1.29140 0.03
H -0.16468 0.75685 -1.36287 0.00
H 1.19921 0.70541 -0.34478 0.00
H -1.58139 -0.39504 0.38965 0.00
H -0.48146 0.62168 1.33604 0.00
O 3.02402 -2.56157 0.13204 0.01
H 3.69835 -2.43927 0.81061 0.00
H 3.32414 -2.26232 -0.75927 0.00
O -2.39382 0.48411 4.55678 0.00
H -2.35422 0.86810 5.48595 0.00
H -3.13713 0.87778 4.11285 0.00
O -3.54312 0.79742 0.04769 0.00
H -3.91387 1.41331 0.71349 0.00
H -4.31404 0.50853 -0.53328 0.00
O 5.90182 1.08603 -0.81310 0.00
H 6.55695 1.64487 -1.24295 0.00
H 5.17734 1.71000 -0.93203 0.00
O 0.13419 0.28672 -5.74764 0.00
H 0.48014 -0.53909 -5.29064 0.00
H 0.75317 0.99512 -5.50555 0.00
O -2.08666 -4.40674 -2.70450 0.00
H -1.55022 -3.99646 -3.40334 0.00
H -3.01003 -4.12980 -2.99029 0.00
O 0.78393 2.97849 3.28832 0.00
H 1.64084 3.43621 3.40850 0.00
H 0.92248 2.08532 3.56688 0.00
O -1.28368 -3.07392 -0.32941 0.00
H -1.70277 -3.56062 -1.09943 0.00
H -1.97334 -2.63787 0.17282 0.00
O -2.09078 4.06091 2.80450 0.00
H -1.21166 3.73244 3.12846 0.00
H -2.49854 4.36439 3.64908 0.00
O 3.92208 -4.62818 -6.37191 0.00
H 3.77642 -3.77951 -5.96391 0.00
H 3.13425 -4.98516 -6.81654 0.00
O 1.93994 0.29476 3.05957 0.00
H 2.53139 -0.03751 3.74485 0.00
H 1.40231 -0.45197 2.77235 0.00
O 2.59114 -5.15825 -3.43178 0.00
H 2.56527 -4.82806 -4.32663 0.00
H 2.50439 -6.12131 -3.56382 0.00
O -4.06841 -2.80626 -4.23607 0.00
H -5.00764 -2.98026 -4.52719 0.00
H -4.15958 -2.01124 -3.68958 0.00
O 0.64412 -3.39284 4.43967 0.00
H -0.14515 -2.97125 4.02503 0.00
H 0.30296 -4.04748 5.04898 0.00
O -4.09778 2.23840 2.22824 0.00
H -3.29889 2.71642 2.49710 0.00
H -4.83324 2.81659 2.42077 0.00
O 0.82323 -1.70560 -4.21461 0.00
H 0.21519 -2.45817 -4.43588 0.00
H 0.54289 -1.49155 -3.30662 0.00
O -3.24568 -1.74682 1.15539 0.00
H -2.80452 -1.76882 2.01787 0.00
H -3.47431 -0.81402 1.02145 0.00
O 3.89579 -0.92124 -2.36938 0.00
H 2.94835 -0.63342 -2.26108 0.00
H 4.43356 -0.13041 -2.21844 0.00
O -1.33564 -2.98782 -5.03897 0.00
H -1.49104 -3.07484 -5.98639 0.00
H -2.11320 -2.47836 -4.74258 0.00
O -0.44438 6.53411 3.40048 0.00
H -0.31626 5.94169 2.64411 0.00
H -0.43528 7.39998 3.02760 0.00
O 1.67254 4.72196 -0.31244 0.00
H 0.74364 4.49052 -0.40925 0.00
H 1.70805 5.63876 -0.04553 0.00
O -1.55053 5.08815 0.17596 0.00
H -1.79432 4.73456 1.05178 0.00
H -2.18061 5.74649 -0.00780 0.00
O 4.72872 -1.77555 2.46450 0.00
H 5.64254 -2.01685 2.67660 0.00
H 4.26302 -1.59173 3.28256 0.00
O 1.05657 -4.21155 -1.39046 0.01
H 0.40986 -4.41515 -2.10168 0.00
H 1.87445 -4.36814 -1.83713 0.00
O -3.01541 3.20072 -1.71560 0.00
H -3.11833 2.45361 -1.10555 0.00
H -2.60633 3.90084 -1.24575 0.00
O -1.28690 -1.94991 3.29534 0.00
H -0.77003 -1.56939 2.50363 0.00
H -1.42443 -1.24467 3.91839 0.00
O 0.19713 -4.24911 1.45522 0.00
H 0.73860 -4.30569 2.29365 0.00
H -0.69249 -3.99855 1.73945 0.00
O -4.73622 -0.49940 -2.26220 0.00
H -4.71675 0.40760 -2.61283 0.00
H -3.80347 -0.75349 -2.18585 0.00
O 3.03582 -1.45403 5.08925 0.00
H 3.53229 -1.31505 5.88785 0.00
H 2.70357 -2.33611 5.08842 0.00
O -2.53397 1.08573 -4.29914 0.00
H -1.94388 0.88948 -5.04020 0.00
H -2.13997 1.92949 -3.98657 0.00
O 3.42600 4.22869 3.12368 0.00
H 3.72576 3.48041 2.58467 0.00
H 4.00571 4.94399 2.91637 0.00
O 3.57211 2.93480 -1.07346 0.00
H 2.78409 3.45860 -1.25329 0.00
H 3.55089 2.66685 -0.11704 0.00
O -2.09426 -0.96085 -2.51771 0.00
H -1.39601 -1.04916 -1.88328 0.00
H -2.01495 0.00759 -2.83663 0.00
O -2.46121 4.98600 5.37991 0.00
H -1.57278 5.35214 5.37793 0.00
H -2.69509 5.04667 6.31597 0.00
O -1.50753 -0.10564 7.37878 0.00
H -1.54303 -1.06930 7.22903 0.00
H -1.17860 0.00844 8.25027 0.00
O 4.16888 -1.87936 -5.44792 0.00
H 4.66605 -2.04897 -4.62958 0.00
H 3.31352 -1.60353 -5.12173 0.00
O -5.19864 2.03206 -3.02847 0.00
H -4.74595 2.81110 -2.63126 0.00
H -5.46736 2.25618 -3.91661 0.00
O 4.08388 1.81690 1.73766 0.00
H 4.68157 1.15806 1.36707 0.00
H 3.24634 1.35506 1.88513 0.00